Formula: C5H13N3O
Source: the Open Molecules 2025 dataset
Level of theory: ωB97M-V/def2-TZVPD

CARTESIAN COORDINATES (ANGSTROEM)
C -1.475 -0.809 1.384
C -0.550 0.237 0.772
O 0.525 0.524 1.396
N -1.325 1.309 0.227
N -0.687 2.554 0.018
H -0.887 -1.602 1.842
H -2.139 -1.235 0.633
H -2.078 -0.334 2.160
H -2.238 1.430 0.644
H -0.306 2.571 -0.925
H 0.097 2.619 0.669
C 0.740 -2.039 -0.422
C 0.148 -0.758 -0.988
C 1.028 0.224 -1.442
N 2.087 0.570 -0.699
H 1.436 -2.500 -1.127
H 1.282 -1.839 0.501
H -0.048 -2.759 -0.208
H -0.730 -0.898 -1.605
H 0.771 0.859 -2.286
H 1.864 0.390 0.331
H 2.485 1.484 -0.874

Computed properties:
Molar mass: 131.2 g/mol
Kohn-Sham gap: 8.8 eV
ΔE to the lowest compared entry with this formula, charge and spin: 3.132 eV
E_tot: -11911.484 eV
SMILES string: CC(=O)NN.C/C=C\N

Löwdin atomic charge list, values in e, 4 entries:
1 C -0.020
2 C -0.556
3 O -0.092
4 N -0.076